Record 1
C2H3NO2 as an isolated structure, computed with the ωB97M-V functional and the def2-TZVPD basis.

Structure (XYZ):
```
8
Properties=species:S:1:pos:R:3:forces:R:3:lowdin_charge:R:1
C -0.241 -0.971 -0.814 1.3271 2.1630 3.2545 0.07
C 0.486 0.777 -0.251 -1.5804 -1.8627 -0.4852 -0.26
N -0.945 -0.703 0.366 1.0307 0.7718 -1.4474 -0.09
O -0.212 0.405 0.898 -0.8175 -1.1337 -0.1257 -0.10
O 1.660 1.229 0.027 1.6386 0.3174 1.7766 0.05
H -0.799 -1.330 -1.635 -1.0681 -0.3496 -0.9282 0.01
H -1.960 -0.528 0.417 0.6465 0.2206 0.0249 0.14
H 2.012 1.120 0.993 -1.1768 -0.1269 -2.0696 0.18
```
Positions in Å, forces in eV/Å.

Properties
Total energy   -7701.0737 eV
HOMO energy   -7.818 eV
Energy relative to the best compared isomer or geometry (same formula, charge and spin)   653.13 kJ/mol
2S+1   1
LUMO energy   0.341 eV
Frontier orbital gap   8.2 eV

---

Record 2
One molecule with the formula C2H3NO2, computed with the ωB97M-V functional and the def2-TZVPD basis.

Structure (XYZ):
```
8
Properties=species:S:1:pos:R:3:forces:R:3:lowdin_charge:R:1
C 0.585 -0.367 -0.417 -1.1244 -2.9163 2.6342 -0.16
C -0.436 -1.029 0.405 -4.8419 1.8276 0.2600 -0.19
H 0.030 2.565 -0.220 -1.4045 -2.8998 0.0678 0.17
H 1.391 -1.058 -0.342 1.5635 0.2249 -1.7824 0.10
H -0.262 -2.061 0.759 0.3203 0.2098 0.0378 0.11
N 0.629 0.843 -0.668 1.2243 2.6737 -0.2839 0.00
O -0.382 1.604 -0.132 1.3684 2.7972 -0.7749 -0.05
O -1.555 -0.497 0.614 2.8944 -1.9169 -0.1585 0.02
```
Positions in Å, forces in eV/Å.

Properties
Total energy   -7704.2032 eV
HOMO energy   -9.618 eV
Energy relative to the best compared isomer or geometry (same formula, charge and spin)   351.19 kJ/mol
2S+1   1
LUMO energy   -0.353 eV
Frontier orbital gap   9.3 eV

---

Record 3
A 2-piece molecular cluster, C2H3NO2 overall, computed with the ωB97M-V functional and the def2-TZVPD basis.

Structure (XYZ):
```
8
Properties=species:S:1:pos:R:3:forces:R:3:lowdin_charge:R:1
C 0.478 -1.515 -0.681 0.2914 0.0629 1.3940 -0.09
C -0.661 1.315 1.265 0.0274 0.8634 -0.8406 0.11
N -0.596 1.880 0.247 0.5810 -1.9150 2.3838 -0.24
O -0.445 2.382 -0.811 -0.3195 1.0519 -1.2924 0.03
O -0.254 -1.013 0.135 -0.2580 -0.4522 -1.1524 -0.02
H 0.384 -1.733 -1.724 -1.3969 0.3867 -1.1586 0.08
H 1.435 -1.865 -0.378 1.4365 -0.3745 0.7685 0.06
H -0.340 0.549 1.947 -0.3620 0.3769 -0.1023 0.08
```
Positions in Å, forces in eV/Å.

Properties
Total energy   -7703.2767 eV
HOMO energy   -9.719 eV
Energy relative to the best compared isomer or geometry (same formula, charge and spin)   440.57 kJ/mol
2S+1   1
LUMO energy   0.489 eV
Frontier orbital gap   10.2 eV

---

Record 4
One molecule with the formula C2H3NO2, computed with the ωB97M-V functional and the def2-TZVPD basis.

Structure (XYZ):
```
8
Properties=species:S:1:pos:R:3:forces:R:3:lowdin_charge:R:1
N -1.155 -0.250 0.282 0.0013 0.1587 -0.0286 0.18
C -0.177 0.496 -0.276 -0.1439 0.0840 -0.0169 -0.51
O -0.300 1.565 -0.842 -0.0264 -0.3706 0.1613 0.06
C 1.211 -0.132 -0.135 0.2413 -0.3561 0.2882 -0.15
O 1.432 -1.065 0.598 -0.1181 0.4017 -0.3943 0.07
H -2.097 0.107 0.318 0.1408 -0.0457 -0.0227 0.12
H -0.907 -1.082 0.797 -0.0037 0.1521 -0.0769 0.10
H 1.993 0.361 -0.742 -0.0914 -0.0241 0.0898 0.13
```
Positions in Å, forces in eV/Å.

Properties
Total energy   -7707.6336 eV
HOMO energy   -10.084 eV
Energy relative to the best compared isomer or geometry (same formula, charge and spin)   20.20 kJ/mol
2S+1   1
LUMO energy   -0.134 eV
Frontier orbital gap   10.0 eV

---

Record 5
A 2-piece molecular cluster, C2H3NO2 overall, computed with the ωB97M-V functional and the def2-TZVPD basis.

Structure (XYZ):
```
8
Properties=species:S:1:pos:R:3:forces:R:3:lowdin_charge:R:1
C 0.199 0.139 1.230 -2.7385 -0.9182 -0.9178 -0.31
C -0.989 -0.431 0.659 0.9427 2.6513 2.3012 0.06
N 1.241 0.333 1.658 1.5082 0.7487 0.6578 0.14
O 1.145 0.094 -1.603 -1.2288 -1.7150 -0.4152 0.03
O -0.176 0.188 -1.509 -0.2657 -0.6267 -1.0604 -0.09
H -0.775 -1.411 0.477 -0.3626 -2.5774 -0.8586 0.03
H -1.926 0.094 0.541 0.2570 -0.1782 -0.0748 0.07
H 1.281 0.994 -1.452 1.8876 2.6154 0.3678 0.07
```
Positions in Å, forces in eV/Å.

Properties
Total energy   -7700.8043 eV
HOMO energy (spin up / spin down)   -9.122 / -11.130 eV
Energy relative to the best compared isomer or geometry (same formula, charge and spin)   398.05 kJ/mol
2S+1   3
<S²>   2.02
LUMO energy (spin up / spin down)   0.862 / -2.087 eV
Frontier orbital gap (spin up / spin down)   10.0 / 9.0 eV

---

Record 6
One molecule with the formula C2H3NO2S, computed with the ωB97M-V functional and the def2-TZVPD basis.

Structure (XYZ):
```
9
Properties=species:S:1:pos:R:3:forces:R:3:lowdin_charge:R:1
C 0.011 0.372 0.765 1.1690 1.9580 1.1128 -0.45
C 1.417 0.194 0.044 -0.3051 -0.0139 1.3229 -0.17
H -0.893 -1.678 -1.315 0.0190 -0.2727 0.2190 -0.14
H -1.942 0.502 0.481 -0.7362 -0.1499 0.2322 0.08
H 2.365 0.818 0.391 -1.9502 -0.8114 -0.5100 0.16
N -1.123 0.284 -0.044 1.5005 -0.3970 0.6743 -0.33
O 0.016 0.697 1.968 -0.5554 -0.9423 -2.8143 0.04
O 1.484 -0.735 -0.700 0.8696 -0.1506 -0.5520 0.02
S -1.336 -0.454 -1.590 -0.0111 0.7799 0.3152 0.79
```
Positions in Å, forces in eV/Å.

Properties
Total energy   -18541.5503 eV
HOMO energy   -9.426 eV
Energy relative to the best compared isomer or geometry (same formula, charge and spin)   183.54 kJ/mol
2S+1   1
LUMO energy   0.101 eV
Frontier orbital gap   9.5 eV

---

Record 7
One molecule with the formula C2H3NO2S, computed with the ωB97M-V functional and the def2-TZVPD basis.

Structure (XYZ):
```
9
Properties=species:S:1:pos:R:3:forces:R:3:lowdin_charge:R:1
C 0.344 0.323 -0.253 0.7789 -0.4537 -1.1062 -0.78
C -0.451 -0.951 -0.106 -1.5415 -1.1541 0.2110 -0.54
H 0.995 -0.539 -2.035 -0.1146 0.2778 0.6358 0.13
H 1.737 0.977 -1.528 0.0681 0.0769 -0.3513 0.11
H -1.048 -0.224 1.536 -0.0956 -0.2031 -0.3595 0.05
N 1.065 0.246 -1.385 0.0065 0.5558 0.5644 0.11
O -1.237 -1.011 0.971 0.4957 0.2315 0.0712 0.09
O -0.445 -1.839 -0.929 0.3278 0.8218 0.4775 0.11
S 0.310 1.540 0.846 0.0747 -0.1527 -0.1430 0.73
```
Positions in Å, forces in eV/Å.

Properties
Total energy   -18543.4526 eV
HOMO energy   -9.534 eV
Energy relative to the best compared isomer or geometry (same formula, charge and spin)   0.00 kJ/mol
2S+1   1
LUMO energy   -0.721 eV
Frontier orbital gap   8.8 eV

---

Record 8
C2H3NO2S as an isolated structure, computed with the ωB97M-V functional and the def2-TZVPD basis.

Structure (XYZ):
```
9
Properties=species:S:1:pos:R:3:forces:R:3:lowdin_charge:R:1
C -0.040 -0.450 0.784 -1.1216 -2.9597 2.4970 -0.49
C 1.317 -0.138 0.096 2.1120 -4.5973 -0.1325 -0.49
H -1.119 1.481 -1.638 1.3915 -5.0388 2.4098 0.24
H -1.963 0.306 0.636 2.1335 0.3761 -0.2733 0.15
H 1.395 0.553 -0.728 -0.4033 0.7798 0.6335 0.02
N -0.940 0.610 0.466 -1.5082 -1.5895 -3.1641 0.06
O -0.831 0.388 -1.181 -2.1303 5.7143 0.7567 -0.21
O -0.401 -1.450 1.516 2.2180 4.8441 -3.3468 0.03
S 2.582 -1.299 0.050 -2.6917 2.4711 0.6198 0.68
```
Positions in Å, forces in eV/Å.

Properties
Total energy   -18537.7182 eV
HOMO energy   -9.276 eV
Energy relative to the best compared isomer or geometry (same formula, charge and spin)   553.29 kJ/mol
2S+1   1
LUMO energy   -1.854 eV
Frontier orbital gap   7.4 eV

---

Record 9
One molecule with the formula C2H3NO2S, computed with the ωB97M-V functional and the def2-TZVPD basis.

Structure (XYZ):
```
9
Properties=species:S:1:pos:R:3:forces:R:3:lowdin_charge:R:1
C -0.058 0.435 0.059 0.8674 1.3744 -0.3555 -0.40
C 1.020 -0.541 0.070 2.0851 -2.3113 -0.0037 -0.03
N 1.168 0.863 0.399 0.0588 3.6092 -0.0764 0.10
O -2.769 -1.382 -0.008 0.5152 0.0833 0.0103 -0.69
O -1.135 0.924 -0.273 1.4111 -0.2125 0.5871 -0.22
S -2.821 0.075 -0.325 -1.5559 -0.3965 -0.2424 0.78
H 1.286 -1.297 0.858 -0.8172 0.9752 -0.4238 0.13
H 1.554 -0.827 -0.845 -0.9163 -0.1334 -0.2228 0.12
H 1.756 1.750 0.066 -1.6483 -2.9884 0.7272 0.22
```
Positions in Å, forces in eV/Å.

Properties
Total energy   -18538.1144 eV
HOMO energy (spin up / spin down)   -6.792 / -6.793 eV
Energy relative to the best compared isomer or geometry (same formula, charge and spin)   515.05 kJ/mol
2S+1   1
LUMO energy (spin up / spin down)   -0.087 / -0.086 eV
Frontier orbital gap (spin up / spin down)   6.7 / 6.7 eV

---

Record 10
A 2-piece molecular cluster, C2H3NO2S overall, computed with the ωB97M-V functional and the def2-TZVPD basis.

Structure (XYZ):
```
9
Properties=species:S:1:pos:R:3:forces:R:3:lowdin_charge:R:1
C -1.792 1.063 -0.546 1.6246 -1.4638 0.8188 -0.05
C -0.060 -0.727 0.220 -1.7225 0.0959 -0.6542 -0.77
N 0.931 0.073 0.419 -0.1836 -2.3148 -0.7525 -0.10
O -1.375 2.128 -0.295 -0.9183 -0.0455 -0.6280 0.04
O 2.247 -0.457 0.572 0.3014 0.4264 0.2096 -0.03
S -0.367 -2.287 -0.015 0.4082 0.2954 -0.0239 0.60
H -2.564 0.560 -1.209 0.2308 0.9180 0.2992 0.09
H 0.680 0.962 0.783 1.0373 1.0704 0.3443 0.12
H 2.299 -1.313 0.072 -0.7779 1.0180 0.3865 0.10
```
Positions in Å, forces in eV/Å.

Properties
Total energy   -18537.3912 eV
HOMO energy (spin up / spin down)   -7.776 / -7.718 eV
Energy relative to the best compared isomer or geometry (same formula, charge and spin)   584.84 kJ/mol
2S+1   1
LUMO energy (spin up / spin down)   -0.385 / 0.257 eV
Frontier orbital gap (spin up / spin down)   7.4 / 8.0 eV

---

Copy entry 8 word for word.
C2H3NO2S as an isolated structure, computed with the ωB97M-V functional and the def2-TZVPD basis.

Structure (XYZ):
```
9
Properties=species:S:1:pos:R:3:forces:R:3:lowdin_charge:R:1
C -0.040 -0.450 0.784 -1.1216 -2.9597 2.4970 -0.49
C 1.317 -0.138 0.096 2.1120 -4.5973 -0.1325 -0.49
H -1.119 1.481 -1.638 1.3915 -5.0388 2.4098 0.24
H -1.963 0.306 0.636 2.1335 0.3761 -0.2733 0.15
H 1.395 0.553 -0.728 -0.4033 0.7798 0.6335 0.02
N -0.940 0.610 0.466 -1.5082 -1.5895 -3.1641 0.06
O -0.831 0.388 -1.181 -2.1303 5.7143 0.7567 -0.21
O -0.401 -1.450 1.516 2.2180 4.8441 -3.3468 0.03
S 2.582 -1.299 0.050 -2.6917 2.4711 0.6198 0.68
```
Positions in Å, forces in eV/Å.

Properties
Total energy   -18537.7182 eV
HOMO energy   -9.276 eV
Energy relative to the best compared isomer or geometry (same formula, charge and spin)   553.29 kJ/mol
2S+1   1
LUMO energy   -1.854 eV
Frontier orbital gap   7.4 eV

---

Repeat the third record exactly.
A 2-piece molecular cluster, C2H3NO2 overall, computed with the ωB97M-V functional and the def2-TZVPD basis.

Structure (XYZ):
```
8
Properties=species:S:1:pos:R:3:forces:R:3:lowdin_charge:R:1
C 0.478 -1.515 -0.681 0.2914 0.0629 1.3940 -0.09
C -0.661 1.315 1.265 0.0274 0.8634 -0.8406 0.11
N -0.596 1.880 0.247 0.5810 -1.9150 2.3838 -0.24
O -0.445 2.382 -0.811 -0.3195 1.0519 -1.2924 0.03
O -0.254 -1.013 0.135 -0.2580 -0.4522 -1.1524 -0.02
H 0.384 -1.733 -1.724 -1.3969 0.3867 -1.1586 0.08
H 1.435 -1.865 -0.378 1.4365 -0.3745 0.7685 0.06
H -0.340 0.549 1.947 -0.3620 0.3769 -0.1023 0.08
```
Positions in Å, forces in eV/Å.

Properties
Total energy   -7703.2767 eV
HOMO energy   -9.719 eV
Energy relative to the best compared isomer or geometry (same formula, charge and spin)   440.57 kJ/mol
2S+1   1
LUMO energy   0.489 eV
Frontier orbital gap   10.2 eV